Record 1
Computed, not measured: a cluster of 3 separate species, C5H11IN3O in total, with ωB97M-V with the def2-TZVPD basis set.

## Properties
Calculated total energy, eV: -19970.2324
Spin multiplicity: 1
Total charge: +1
E_HOMO, Eh: -0.448
ΔE to the lowest compared entry with this formula, charge and spin, kJ/mol: 439.4

XYZ file:
```
21
C5H11IN3O ωB97M-V with the def2-TZVPD basis set
C 0.308 2.618 -0.494
C 1.073 0.899 0.783
C -0.803 -1.747 1.371
C 0.136 -2.236 -0.788
C 0.057 -1.340 0.360
N 0.082 1.809 0.623
N 1.440 2.054 -1.074
N 1.894 1.029 -0.246
O -0.330 3.538 -0.852
I -2.660 1.011 -0.844
H 1.419 0.266 1.682
H -0.313 -1.628 2.327
H -1.145 -2.884 1.267
H -1.601 -1.057 1.368
H -0.513 -1.698 -1.591
H 1.120 -2.369 -1.104
H -0.374 -3.312 -0.431
H -0.572 2.150 1.357
H 1.689 2.316 -2.004
H 2.778 0.647 -0.404
H -3.686 -0.068 -1.306
```

=====

Record 2
Computed, not measured: a cluster of 2 separate species, C5H11ISi in total, with ωB97M-V with the def2-TZVPD basis set.

## Properties
Calculated total energy, eV: -21338.6138
Spin multiplicity: 1
Total charge: 0
E_HOMO, Eh: -0.293
ΔE to the lowest compared entry with this formula, charge and spin, kJ/mol: 260.1

XYZ file:
```
18
C5H11ISi ωB97M-V with the def2-TZVPD basis set
C -0.241 0.572 -0.004
Si -1.450 -0.698 0.016
C -3.184 -0.514 -0.979
C -1.351 -2.390 0.918
H 0.616 0.584 0.588
H -0.393 1.500 -0.323
H -3.194 0.530 -1.035
H -3.211 -0.991 -1.930
H -4.029 -0.817 -0.362
H -2.121 -3.150 0.674
H -0.424 -2.755 0.642
H -1.317 -2.231 1.986
C 3.181 2.349 -0.449
C 3.472 1.493 0.519
I 3.613 -0.535 0.052
H 3.018 2.017 -1.452
H 3.142 3.375 -0.323
H 3.874 1.660 1.463
```

=====

Record 3
Computed, not measured: an isolated molecule of C5H11N, with ωB97M-V with the def2-TZVPD basis set.

## Properties
Calculated total energy, eV: -6853.3772
Spin multiplicity: 1
Total charge: 0
E_HOMO, Eh: -0.320
ΔE to the lowest compared entry with this formula, charge and spin, kJ/mol: 14.6

XYZ file:
```
17
C5H11N ωB97M-V with the def2-TZVPD basis set
C -0.987 -0.443 -1.757
C 0.028 -0.634 -0.631
C -0.614 -0.619 0.775
C 0.270 0.295 1.620
C 0.906 1.228 0.595
N 1.025 0.442 -0.645
H -1.891 -1.027 -1.620
H -0.524 -0.720 -2.700
H -1.249 0.612 -1.844
H 0.512 -1.596 -0.785
H -1.624 -0.201 0.703
H -0.725 -1.627 1.179
H -0.312 0.823 2.384
H 1.050 -0.267 2.142
H 1.895 1.556 0.906
H 0.274 2.093 0.404
H 1.967 0.084 -0.727
```

=====

Record 4
Computed, not measured: an isolated molecule of C5H11N, with ωB97M-V with the def2-TZVPD basis set.

## Properties
Calculated total energy, eV: -6852.8016
Spin multiplicity: 1
Total charge: 0
E_HOMO, Eh: -0.318
ΔE to the lowest compared entry with this formula, charge and spin, kJ/mol: 70.1

XYZ file:
```
17
C5H11N ωB97M-V with the def2-TZVPD basis set
C -1.588 -0.906 -0.398
C -0.264 -0.442 0.151
C 0.220 -1.121 1.395
C 0.330 0.653 -0.332
C 1.554 1.348 0.194
N -0.064 1.198 -1.642
H -2.118 -1.464 0.370
H -1.463 -1.628 -1.221
H -2.234 -0.139 -0.833
H 0.717 -0.410 2.052
H 1.006 -1.860 1.217
H -0.572 -1.622 1.936
H 1.471 2.421 0.039
H 1.707 1.097 1.248
H 2.425 0.930 -0.321
H -0.100 0.420 -2.289
H -1.027 1.523 -1.566
```

=====

Record 5
Computed, not measured: an isolated molecule of C5H11N, with ωB97M-V with the def2-TZVPD basis set.

## Properties
Calculated total energy, eV: -6852.3648
Spin multiplicity: 1
Total charge: 0
E_HOMO, Eh: -0.337
ΔE to the lowest compared entry with this formula, charge and spin, kJ/mol: 112.3

XYZ file:
```
17
C5H11N ωB97M-V with the def2-TZVPD basis set
C 0.697 -1.427 -1.535
C 0.656 -1.338 -0.002
N 0.610 0.058 0.408
C -0.020 0.249 1.697
C -0.702 0.674 0.441
C -0.788 2.092 -0.078
H 0.744 -2.471 -1.859
H -0.192 -0.966 -1.981
H 1.571 -0.914 -1.971
H -0.185 -1.886 0.474
H 1.588 -1.762 0.400
H -0.404 -0.674 2.130
H 0.457 0.972 2.362
H -1.556 0.040 0.181
H -1.662 2.617 0.320
H -0.867 2.095 -1.175
H 0.112 2.655 0.189
```

=====

Record 6
Computed, not measured: an isolated molecule of C5H11N, with ωB97M-V with the def2-TZVPD basis set.

## Properties
Calculated total energy, eV: -6853.4084
Spin multiplicity: 1
Total charge: 0
E_HOMO, Eh: -0.336
ΔE to the lowest compared entry with this formula, charge and spin, kJ/mol: 11.6

XYZ file:
```
17
C5H11N ωB97M-V with the def2-TZVPD basis set
N -2.158 -0.129 0.028
C -0.782 0.002 -0.386
C -0.017 1.173 0.237
C 1.455 0.819 -0.083
C 1.539 -0.736 0.081
C 0.086 -1.211 0.030
H -2.145 -0.238 1.053
H -2.659 0.705 -0.210
H -0.756 0.179 -1.457
H -0.239 1.212 1.313
H -0.363 2.136 -0.187
H 1.586 1.023 -1.183
H 2.281 1.385 0.458
H 2.041 -1.049 1.017
H 2.142 -1.129 -0.731
H -0.315 -1.517 1.029
H -0.153 -2.084 -0.575
```

=====

Record 7
Computed, not measured: an isolated molecule of C5H11N, with ωB97M-V with the def2-TZVPD basis set.

## Properties
Calculated total energy, eV: -6852.8605
Spin multiplicity: 1
Total charge: 0
E_HOMO, Eh: -0.326
ΔE to the lowest compared entry with this formula, charge and spin, kJ/mol: 64.5

XYZ file:
```
17
C5H11N ωB97M-V with the def2-TZVPD basis set
C -2.691 -0.571 0.145
C -1.422 0.159 -0.312
C -0.177 -0.387 0.320
C 1.050 0.072 0.038
C 2.230 -0.398 0.812
N 1.251 1.112 -0.927
H -2.528 -1.650 0.096
H -2.936 -0.365 1.189
H -3.541 -0.293 -0.473
H -1.540 1.238 -0.146
H -1.410 0.121 -1.408
H -0.327 -1.104 1.114
H 2.947 -0.955 0.193
H 2.821 0.406 1.256
H 1.986 -1.093 1.615
H 0.860 0.836 -1.818
H 0.827 1.977 -0.621
```

=====

Record 8
Computed, not measured: a cluster of 2 separate species, C5H11N in total, with ωB97M-V with the def2-TZVPD basis set.

## Properties
Calculated total energy, eV: -6849.6929
Spin multiplicity: 1
Total charge: 0
E_HOMO (alpha / beta), Eh: -0.262 / -0.262
ΔE to the lowest compared entry with this formula, charge and spin, kJ/mol: 370.1

XYZ file:
```
17
C5H11N ωB97M-V with the def2-TZVPD basis set
C -1.646 1.940 0.792
C -1.102 -1.144 -0.920
N -0.061 -0.995 -0.159
C 0.830 -1.785 0.673
C 1.046 -0.383 0.239
C 2.051 0.299 -0.624
H -2.457 1.327 1.196
H -1.587 2.879 1.349
H -1.851 2.159 -0.260
H -1.742 -2.002 -0.764
H -1.345 -0.368 -1.636
H 0.503 -2.001 1.691
H 1.259 -2.645 0.139
H -0.701 1.397 0.882
H 2.924 0.601 -0.039
H 1.619 1.204 -1.063
H 2.398 -0.347 -1.449
```

=====

Record 9
Computed, not measured: an isolated molecule of C5H11N, with ωB97M-V with the def2-TZVPD basis set.

## Properties
Calculated total energy, eV: -6851.9695
Spin multiplicity: 1
Total charge: 0
E_HOMO, Eh: -0.311
ΔE to the lowest compared entry with this formula, charge and spin, kJ/mol: 150.4

XYZ file:
```
17
C5H11N ωB97M-V with the def2-TZVPD basis set
C 0.442 1.846 0.856
N -0.455 0.872 0.298
C -1.126 -0.196 0.970
C -0.182 -0.445 -0.204
C -0.830 -0.852 -1.515
C 1.268 -0.934 -0.134
H 1.211 1.501 1.567
H 0.937 2.354 0.024
H -0.182 2.587 1.367
H -2.209 -0.087 0.851
H -0.867 -0.631 1.935
H -1.037 -1.930 -1.472
H -0.179 -0.674 -2.380
H -1.773 -0.321 -1.665
H 1.406 -1.975 -0.453
H 1.800 -0.315 -0.871
H 1.776 -0.800 0.826
```

=====

Record 10
Computed, not measured: an isolated molecule of C5H11N, with ωB97M-V with the def2-TZVPD basis set.

## Properties
Calculated total energy, eV: -6852.0193
Spin multiplicity: 1
Total charge: 0
E_HOMO, Eh: -0.327
ΔE to the lowest compared entry with this formula, charge and spin, kJ/mol: 145.6

XYZ file:
```
17
C5H11N ωB97M-V with the def2-TZVPD basis set
C 1.547 -0.158 2.145
N 0.517 -0.619 1.189
C 0.741 -0.065 -0.169
C -0.476 -0.473 -0.995
C -1.046 0.384 -2.112
C -1.780 0.177 -0.783
H 1.221 -0.328 3.186
H 1.639 0.949 2.102
H 2.505 -0.667 1.912
H -0.383 -0.279 1.591
H 1.681 -0.545 -0.571
H 0.879 1.067 -0.128
H -0.493 -1.500 -1.148
H -1.359 -0.006 -3.066
H -0.622 1.412 -2.200
H -1.927 1.123 -0.206
H -2.645 -0.472 -0.747
```

=====

Record 11
Computed, not measured: an isolated molecule of C5H11N, with ωB97M-V with the def2-TZVPD basis set.

## Properties
Calculated total energy, eV: -6851.1733
Spin multiplicity: 1
Total charge: 0
E_HOMO, Eh: -0.286
ΔE to the lowest compared entry with this formula, charge and spin, kJ/mol: 227.2

XYZ file:
```
17
C5H11N ωB97M-V with the def2-TZVPD basis set
C 1.425 -0.639 1.917
C 0.109 -0.760 1.254
C -0.146 -0.213 0.086
C 0.988 0.417 -0.847
N -1.393 -0.330 -0.645
C -1.840 0.809 -1.446
H 2.310 -0.979 1.334
H 1.616 0.380 2.356
H 1.502 -1.376 2.653
H -0.712 -1.250 1.782
H 1.379 -0.320 -1.610
H 2.062 0.467 -0.272
H 0.660 1.343 -1.221
H -2.115 -0.679 -0.056
H -2.692 1.181 -1.062
H -0.926 1.335 -1.670
H -2.228 0.615 -2.552
```

=====

Record 12
Computed, not measured: an isolated molecule of C5H11N, with ωB97M-V with the def2-TZVPD basis set.

## Properties
Calculated total energy, eV: -6852.2781
Spin multiplicity: 1
Total charge: 0
E_HOMO, Eh: -0.336
ΔE to the lowest compared entry with this formula, charge and spin, kJ/mol: 120.7

XYZ file:
```
17
C5H11N ωB97M-V with the def2-TZVPD basis set
C -2.429 -0.347 -0.064
C -1.044 -0.975 0.076
C 0.020 0.090 0.006
C 0.742 0.734 1.136
N 1.402 -0.228 0.269
C 2.319 0.289 -0.727
H -2.652 0.301 0.791
H -2.475 0.270 -0.971
H -3.213 -1.105 -0.137
H -0.959 -1.548 1.007
H -0.868 -1.682 -0.745
H -0.113 0.766 -0.848
H 0.616 0.403 2.166
H 0.977 1.794 1.030
H 1.879 1.131 -1.290
H 2.548 -0.510 -1.439
H 3.250 0.617 -0.259
```

=====

> ΔE to the lowest compared entry with this formula, charge and spin of number 11 (C5H11N)?

227.2 kJ/mol

=====

> The lowest ΔE to the lowest compared entry with this formula, charge and spin belongs to which entry?

number 6

=====

> Look up the ΔE to the lowest compared entry with this formula, charge and spin of the fourth one.

70.1 kJ/mol